{"formula": "C26H48Cl12IN4O6P2S3", "method": "ωB97M-V/def2-TZVPD", "homo_lumo_gap_ev": 6.73, "charge": 1, "species": ["C", "C", "C", "C", "C", "C", "C", "C", "O", "C", "I", "C", "C", "C", "N", "P", "S", "N", "C", "C", "C", "C", "S", "O", "O", "O", "P", "S", "C", "C", "N", "C", "O", "N", "O", "C", "H", "H", "H", "H", "H", "H", "H", "H", "H", "H", "H", "H", "H", "H", "H", "H", "H", "H", "H", "H", "H", "H", "H", "H", "H", "H", "H", "H", "H", "H", "H", "H", "H", "H", "H", "H", "C", "Cl", "Cl", "H", "H", "C", "Cl", "Cl", "H", "H", "C", "Cl", "Cl", "H", "H", "C", "Cl", "Cl", "H", "H", "C", "Cl", "Cl", "H", "H", "C", "Cl", "Cl", "H", "H"], "positions_angstrom": [[-0.470, 6.735, 0.650], [0.743, 5.743, 0.116], [1.662, 6.215, -1.198], [2.873, 5.271, -1.811], [3.176, 3.794, -1.096], [2.273, 3.279, 0.214], [2.619, 1.761, 0.828], [1.235, 0.887, 0.854], [0.926, 0.934, 2.330], [-0.358, 0.323, 2.645], [-0.841, 0.608, 4.813], [-0.593, -1.202, 2.087], [-2.177, -1.726, 2.242], [-3.327, -0.676, 2.629], [-4.586, -1.055, 1.820], [0.277, -2.423, 3.311], [1.727, -1.818, 4.417], [-0.102, -1.333, 0.606], [-0.065, -2.800, 0.162], [-0.689, -3.266, -1.246], [-2.151, -4.076, -1.138], [-2.783, -4.141, -2.685], [-4.694, -4.138, -2.654], [-5.309, -3.688, -4.013], [-5.248, -5.575, -2.379], [-5.332, -3.067, -1.467], [-1.433, -0.457, -0.278], [-1.109, 0.602, -1.816], [1.276, -0.660, 0.367], [1.797, -0.976, -1.185], [2.517, 0.140, -1.888], [2.561, -1.256, 1.175], [3.885, -1.172, 0.465], [4.834, -1.208, 1.417], [5.618, -0.298, 1.090], [1.091, 4.262, 0.783], [-1.312, 6.119, 1.228], [-0.092, 7.583, 1.362], [-1.029, 7.195, -0.296], [1.385, 7.282, -1.648], [3.489, 5.665, -2.746], [4.032, 3.069, -1.502], [3.494, 1.361, 0.188], [3.074, 1.989, 1.908], [0.429, 1.583, 0.374], [-1.124, 1.139, 2.230], [-2.536, -2.400, 1.323], [-2.302, -2.540, 3.114], [-3.160, 0.454, 2.441], [-3.677, -0.775, 3.767], [-4.888, -1.978, 2.255], [-4.340, -1.276, 0.830], [0.789, -3.628, 2.638], [-0.633, -2.989, 4.321], [1.036, -3.266, 0.187], [-0.639, -3.531, 0.918], [-0.816, -2.499, -2.106], [0.024, -4.111, -1.707], [-1.945, -5.180, -0.807], [-2.948, -3.506, -0.504], [-2.504, -3.166, -3.314], [-2.490, -5.119, -3.258], [-6.162, -2.624, -1.849], [-2.147, 0.516, 0.526], [-2.539, -1.372, -0.622], [0.901, -1.195, -1.946], [2.335, -2.044, -1.273], [2.913, -0.255, -2.776], [1.915, 0.969, -2.085], [2.495, -2.375, 1.507], [2.871, -0.654, 2.159], [0.457, 3.891, 1.697], [8.286, 2.079, 0.579], [7.905, 3.549, 1.484], [9.202, 2.453, -0.886], [8.882, 1.416, 1.211], [7.354, 1.582, 0.298], [-0.327, 3.745, 8.084], [-0.650, 2.007, 8.062], [0.433, 4.269, 6.577], [-1.271, 4.280, 8.211], [0.341, 3.972, 8.918], [-8.348, -0.255, -3.088], [-7.142, -1.318, -3.824], [-8.243, -0.300, -1.324], [-8.175, 0.769, -3.428], [-9.345, -0.582, -3.394], [10.338, 4.920, -3.764], [10.016, 3.182, -3.786], [11.099, 5.444, -5.272], [9.394, 5.455, -3.637], [11.007, 5.147, -2.930], [-5.826, -1.289, -7.247], [-6.207, 0.181, -6.342], [-4.910, -0.914, -8.712], [-5.230, -1.952, -6.615], [-6.758, -1.786, -7.527], [-1.241, -6.523, 2.372], [-1.622, -5.054, 3.277], [-0.326, -6.149, 0.907], [-0.646, -7.186, 3.004], [-2.173, -7.021, 2.092]]}